## w
Entry from OMol25: one molecule with the formula C6H11NS (ωB97M-V with the def2-TZVPD basis set).

Its HOMO energy is -0.318 hartree. The value obtained for the gap between HOMO and LUMO is 0.35081 hartree. The SMILES is SCC1[C@@H]2CNC[C@@H]12. Its total charge is 0.

Atoms and positions in Å:
S 1.24973 1.59828 -2.82724
C -0.11614 1.47920 -1.62809
C 0.33187 1.11118 -0.27266
C -0.59911 0.31870 0.61258
C -0.75542 -0.38960 1.91957
N -0.50970 -1.77067 1.42584
C 0.32841 -1.75681 0.22151
C 0.71737 -0.30507 0.16784
H 0.56069 1.95624 -3.91670
H -0.59515 2.48685 -1.48118
H -0.90614 0.78178 -2.08990
H 1.07068 1.82935 0.12236
H -1.36373 -0.00044 -0.07661
H 0.08008 -0.00525 2.59068
H -1.72833 -0.34970 2.39804
H -0.09359 -2.33000 2.18670
H 1.20269 -2.43785 0.33836
H -0.31161 -2.11746 -0.64063
H 1.43739 -0.09875 0.94953

What are the natural (NBO) partial charges on each atom? They are as follows, in elementary charge units: number 1, S, carries -0.04; number 2, C, carries -0.53; number 3, C, carries -0.17; number 4, C, carries -0.25; number 5, C, carries -0.21; number 6, N, carries -0.65; number 7, C, carries -0.22; number 8, C, carries -0.26; number 9, H, carries 0.13; number 10, H, carries 0.22; number 11, H, carries 0.22; number 12, H, carries 0.23; number 13, H, carries 0.19; number 14, H, carries 0.17; number 15, H, carries 0.21; number 16, H, carries 0.36; number 17, H, carries 0.20; number 18, H, carries 0.19; number 19, H, carries 0.19

***

## x
Entry from OMol25: C6H11NS as an isolated structure (ωB97M-V with the def2-TZVPD basis set).

Its HOMO energy is -0.322 hartree. The value obtained for the gap between HOMO and LUMO is 0.35023 hartree. Its total charge is 0.

Atoms and positions in Å:
C 0.25963 -1.28833 -0.93120
C 0.27198 -2.12720 0.04699
C 3.34581 1.20225 0.65367
C 1.87067 0.80724 0.60052
C 3.48118 0.10849 -0.31491
C -2.10252 0.32895 0.15030
N 2.24217 -0.18868 -0.41747
S -3.83198 0.43209 -0.51624
H 0.96690 -2.16790 0.83770
H -0.74816 -2.63090 0.05451
H 3.59788 2.15240 0.26392
H 3.90089 1.03242 1.56912
H 1.65847 0.27142 1.54802
H 1.09774 1.62688 0.27281
H 4.20507 -0.55082 -0.61024
H -1.72442 1.34007 0.29251
H -1.98389 -0.30726 1.05146
H -1.62713 -0.25427 -0.58419
H -4.40795 1.15168 0.54832

What are the natural (NBO) partial charges on each atom? They are as follows, in elementary charge units: number 1, C, carries 0.16; number 2, C, carries -0.80; number 3, C, carries -0.48; number 4, C, carries -0.24; number 5, C, carries 0.12; number 6, C, carries -0.71; number 7, N, carries -0.34; number 8, S, carries -0.08; number 9, H, carries 0.25; number 10, H, carries 0.28; number 11, H, carries 0.23; number 12, H, carries 0.22; number 13, H, carries 0.21; number 14, H, carries 0.21; number 15, H, carries 0.19; number 16, H, carries 0.21; number 17, H, carries 0.21; number 18, H, carries 0.24; number 19, H, carries 0.12

***

## y
Entry from OMol25: one molecule with the formula C6H11NS (ωB97M-V with the def2-TZVPD basis set).

Its HOMO energy (alpha / beta) is -0.274 / -0.274 hartree. The value obtained for the gap between HOMO and LUMO (alpha / beta) is 0.25624 / 0.25638 hartree. Its total charge is 0.

Atoms and positions in Å:
C -1.50205 -0.78293 1.20644
C -0.91820 0.45080 1.18907
C -0.69679 0.10035 -1.60740
C -0.22571 0.94479 2.48347
C 1.84273 -0.09390 -2.00704
C 0.65307 -0.45337 -1.13632
N -2.18368 -1.31968 0.19567
S -2.14460 -0.53687 -1.19568
H -1.22462 -1.48892 1.98711
H -1.04109 1.18420 0.43268
H -0.64637 0.61490 -2.45891
H -0.74549 0.88155 3.33730
H 0.20950 1.98157 2.29857
H 0.66757 0.21460 2.67762
H 1.76432 -0.47681 -2.95870
H 2.60842 -0.61411 -1.53088
H 2.16245 0.99338 -1.89964
H 0.73674 -0.00756 -0.02467
H 0.68378 -1.59199 -0.98870

What are the natural (NBO) partial charges on each atom? They are as follows, in elementary charge units: number 1, C, carries -0.03; number 2, C, carries -0.31; number 3, C, carries -0.46; number 4, C, carries -0.62; number 5, C, carries -0.61; number 6, C, carries -0.46; number 7, N, carries -0.77; number 8, S, carries 0.92; number 9, H, carries 0.19; number 10, H, carries 0.20; number 11, H, carries 0.22; number 12, H, carries 0.20; number 13, H, carries 0.21; number 14, H, carries 0.20; number 15, H, carries 0.21; number 16, H, carries 0.21; number 17, H, carries 0.21; number 18, H, carries 0.25; number 19, H, carries 0.23

***

Least stable = x

***

## w
Entry from OMol25: one molecule with the formula C6H11NS (ωB97M-V with the def2-TZVPD basis set).

Its HOMO energy is -0.275 hartree. The value obtained for the gap between HOMO and LUMO is 0.30972 hartree. The SMILES is CC1=CSN(C)[C@H]1C. Its total charge is 0.

Atoms and positions in Å:
C 1.83047 1.61745 0.29903
C 0.39887 1.08475 0.04721
C -0.69651 1.83071 0.11018
S -2.22603 1.02473 -0.06313
N -1.53130 -0.59956 -0.15570
C -1.91922 -1.49584 0.82291
C 0.18372 -0.39723 -0.15916
C 0.86320 -1.08073 -1.31559
H 2.05911 1.47528 1.35840
H 2.01055 2.71451 0.25547
H 2.45906 1.19570 -0.54786
H -0.68122 2.96190 0.13145
H -3.06958 -1.68255 0.90789
H -1.35511 -2.43737 0.78714
H -1.74012 -1.32143 1.90079
H 0.36887 -0.94612 0.69284
H 1.78192 -1.64769 -1.06454
H 1.06831 -0.50435 -2.19289
H 0.19500 -1.79218 -1.81443

What are the natural (NBO) partial charges on each atom? They are as follows, in elementary charge units: number 1, C, carries -0.65; number 2, C, carries -0.07; number 3, C, carries -0.38; number 4, S, carries 0.42; number 5, N, carries -0.57; number 6, C, carries -0.44; number 7, C, carries -0.03; number 8, C, carries -0.66; number 9, H, carries 0.23; number 10, H, carries 0.22; number 11, H, carries 0.22; number 12, H, carries 0.24; number 13, H, carries 0.21; number 14, H, carries 0.20; number 15, H, carries 0.16; number 16, H, carries 0.19; number 17, H, carries 0.22; number 18, H, carries 0.22; number 19, H, carries 0.24

***

## x
Entry from OMol25: C6H11NS as an isolated structure (ωB97M-V with the def2-TZVPD basis set).

Its HOMO energy is -0.305 hartree. The value obtained for the gap between HOMO and LUMO is 0.31145 hartree. Its total charge is 0.

Atoms and positions in Å:
C 0.23604 -0.81129 1.38578
C 0.86106 -0.80842 -0.02946
C 1.56034 1.26510 0.01182
C 0.36670 0.41143 -0.74393
C -1.12834 0.72781 -0.61624
C -2.28867 -0.28098 -1.02788
H 0.19135 0.17772 1.99379
H -0.73084 -1.38456 1.35240
H 0.97799 -1.17695 1.96268
H 0.89719 -1.93395 -0.30053
H 2.80871 -0.39992 0.88690
H 1.91407 1.94567 -0.77654
H 1.12560 1.84474 1.03549
H 0.43629 0.33873 -1.80016
H -2.30659 -0.50336 -2.11948
H -1.97487 -1.20237 -0.77380
H -3.28146 -0.08341 -0.55221
N 2.09462 -0.16420 0.00853
S -1.75919 2.03820 0.10282

What are the natural (NBO) partial charges on each atom? They are as follows, in elementary charge units: number 1, C, carries -0.65; number 2, C, carries -0.06; number 3, C, carries -0.22; number 4, C, carries -0.30; number 5, C, carries -0.03; number 6, C, carries -0.67; number 7, H, carries 0.22; number 8, H, carries 0.21; number 9, H, carries 0.20; number 10, H, carries 0.20; number 11, H, carries 0.35; number 12, H, carries 0.21; number 13, H, carries 0.21; number 14, H, carries 0.23; number 15, H, carries 0.23; number 16, H, carries 0.21; number 17, H, carries 0.25; number 18, N, carries -0.61; number 19, S, carries 0.02

***

Least stable = x

***

## w
Entry from OMol25: C8H12 as an isolated structure (ωB97M-V with the def2-TZVPD basis set).

Its HOMO energy is -0.302 hartree. The value obtained for the gap between HOMO and LUMO is 0.33374 hartree. Its total charge is 0.

Atoms and positions in Å:
C -1.73640 0.33208 0.02724
C -1.21309 -1.00533 0.54223
C -0.37730 -1.68463 -0.38631
C 0.96711 -1.59738 -0.36236
C 1.70681 -0.41019 0.00991
C 1.38881 1.02134 0.55252
C 0.37281 1.66050 -0.34525
C -0.90492 1.45233 -0.60708
H -2.65308 -0.05520 -0.56811
H -2.19338 0.91658 1.21695
H -2.08686 -1.64981 0.87512
H -0.97931 -0.52233 1.68836
H -1.04637 -2.15704 -1.33472
H 1.39839 -2.39698 -0.85384
H 2.65001 -0.88933 0.37556
H 2.05105 -0.18431 -1.06060
H 2.32230 1.54832 0.57554
H 0.95074 0.81735 1.54696
H 0.86062 2.52533 -0.77131
H -1.47789 2.27869 -1.12082

What are the natural (NBO) partial charges on each atom? They are as follows, in elementary charge units: number 1, C, carries -0.39; number 2, C, carries -0.48; number 3, C, carries -0.22; number 4, C, carries -0.17; number 5, C, carries -0.43; number 6, C, carries -0.44; number 7, C, carries -0.19; number 8, C, carries -0.21; number 9, H, carries 0.22; number 10, H, carries 0.17; number 11, H, carries 0.23; number 12, H, carries 0.21; number 13, H, carries 0.20; number 14, H, carries 0.21; number 15, H, carries 0.21; number 16, H, carries 0.22; number 17, H, carries 0.23; number 18, H, carries 0.22; number 19, H, carries 0.20; number 20, H, carries 0.22

***

## x
Entry from OMol25: C8H12 as an isolated structure (ωB97M-V with the def2-TZVPD basis set).

Its HOMO energy is -0.269 hartree. The value obtained for the gap between HOMO and LUMO is 0.26787 hartree. Its total charge is 0.

Atoms and positions in Å:
C 2.00193 2.60178 -0.19658
C 1.15251 1.47776 0.23267
C 1.57046 0.12032 0.15689
C -0.37197 -1.31784 0.37101
C 0.04267 -0.07802 0.00000
C -0.75012 0.62273 -1.11165
C -2.31420 -2.78834 0.98418
C -1.77691 -1.61100 0.67894
H 1.43215 3.36192 -0.75639
H 2.44191 3.09613 0.66593
H 2.78001 2.35825 -0.93303
H 1.91119 -0.34309 1.07847
H 2.13999 -0.29634 -0.68206
H 0.32525 -1.94372 0.91440
H -1.51682 -0.08304 -1.40594
H -0.13367 0.71184 -2.00863
H -1.30907 1.49633 -0.78646
H -3.34255 -2.87536 1.28667
H -1.81491 -3.74039 0.85080
H -2.46787 -0.76994 0.66078

What are the natural (NBO) partial charges on each atom? They are as follows, in elementary charge units: number 1, C, carries -0.76; number 2, C, carries 0.23; number 3, C, carries -0.60; number 4, C, carries -0.29; number 5, C, carries 0.07; number 6, C, carries -0.67; number 7, C, carries -0.40; number 8, C, carries -0.21; number 9, H, carries 0.24; number 10, H, carries 0.28; number 11, H, carries 0.18; number 12, H, carries 0.28; number 13, H, carries 0.18; number 14, H, carries 0.19; number 15, H, carries 0.23; number 16, H, carries 0.22; number 17, H, carries 0.23; number 18, H, carries 0.19; number 19, H, carries 0.19; number 20, H, carries 0.20

***

## y
Entry from OMol25: one molecule with the formula C8H12 (ωB97M-V with the def2-TZVPD basis set).

Its HOMO energy is -0.326 hartree. The value obtained for the gap between HOMO and LUMO is 0.35747 hartree. The SMILES is C=C/C=C/CC(=C)C. Its total charge is 0.

Atoms and positions in Å:
C -2.20002 2.62064 2.07035
C -0.86817 2.24589 1.91361
C -0.50732 0.89085 1.60190
C -0.24256 0.42005 0.31340
C 0.62017 -0.78318 0.17850
C 0.61853 -1.21994 -1.19875
C -0.20711 -0.98726 -2.22703
C 1.95375 -1.97718 -1.64821
H -3.09122 1.83533 1.86259
H -2.48974 3.56532 2.40943
H -0.12074 3.05972 1.92431
H -0.47743 0.25627 2.50670
H -0.56356 0.80172 -0.58531
H 0.40268 -1.64771 0.83944
H 1.77358 -0.71090 0.40129
H -1.17930 -0.58636 -2.17917
H -0.03328 -1.40386 -3.15745
H 2.78392 -1.46795 -1.34010
H 1.88456 -2.89151 -0.97712
H 1.94328 -2.01993 -2.70839

What are the natural (NBO) partial charges on each atom? They are as follows, in elementary charge units: number 1, C, carries -0.37; number 2, C, carries -0.24; number 3, C, carries -0.21; number 4, C, carries -0.16; number 5, C, carries -0.51; number 6, C, carries 0.08; number 7, C, carries -0.45; number 8, C, carries -0.63; number 9, H, carries 0.19; number 10, H, carries 0.19; number 11, H, carries 0.22; number 12, H, carries 0.21; number 13, H, carries 0.21; number 14, H, carries 0.24; number 15, H, carries 0.22; number 16, H, carries 0.19; number 17, H, carries 0.19; number 18, H, carries 0.20; number 19, H, carries 0.21; number 20, H, carries 0.22

***

## z
Entry from OMol25: one molecule with the formula C8H12 (ωB97M-V with the def2-TZVPD basis set).

Its HOMO energy is -0.305 hartree. The value obtained for the gap between HOMO and LUMO is 0.35088 hartree. The SMILES is C1C[C@@H]2[C@H]1C[C@@H]1C[C@H]12. Its total charge is 0.

Atoms and positions in Å:
C -1.71546 0.16141 0.73253
C -1.91488 0.20870 -0.80347
C -0.46575 -0.16658 -1.01267
C -0.51435 -0.82318 0.55184
C 0.86869 -0.54414 1.28509
C 1.64115 -0.19280 0.02972
C 2.09567 0.91902 -0.76588
C 0.66022 0.69736 -0.68494
H -1.48271 1.10072 1.28402
H -2.54339 -0.39052 1.16063
H -2.64326 -0.61899 -1.07885
H -2.33104 1.15734 -1.12991
H -0.31654 -0.93648 -1.76170
H -0.80234 -1.89063 0.73558
H 0.79966 0.25649 1.98589
H 1.23179 -1.44049 1.74651
H 1.83379 -1.16163 -0.54313
H 2.71879 0.52666 -1.55405
H 2.59772 1.79076 -0.38153
H 0.28222 1.34697 0.20430

What are the natural (NBO) partial charges on each atom? They are as follows, in elementary charge units: number 1, C, carries -0.42; number 2, C, carries -0.41; number 3, C, carries -0.19; number 4, C, carries -0.19; number 5, C, carries -0.41; number 6, C, carries -0.21; number 7, C, carries -0.37; number 8, C, carries -0.25; number 9, H, carries 0.21; number 10, H, carries 0.21; number 11, H, carries 0.21; number 12, H, carries 0.21; number 13, H, carries 0.21; number 14, H, carries 0.21; number 15, H, carries 0.20; number 16, H, carries 0.21; number 17, H, carries 0.18; number 18, H, carries 0.22; number 19, H, carries 0.22; number 20, H, carries 0.19

***

Least stable = x